Computed, not measured: a structure of composition C28H52FeOP2, with ωB97M-V/def2-TZVPD.

Structure (ORCA input):
```
! wB97M-V def2-TZVPD RIJCOSX def2/J DEFGRID3
* xyz 1 6
Fe 0.5026 -0.6806 -1.2525
C 1.6507 -2.6825 -0.6117
C 0.5421 -2.9234 -1.4694
C 1.9139 -1.3650 -2.5189
C 2.4748 -1.6822 -1.2267
C 0.7089 -2.1514 -2.6675
C 2.0125 -3.4900 0.5917
H 1.1407 -4.0519 0.9591
H 2.3967 -2.8664 1.4229
H 2.8063 -4.2126 0.3112
C 3.7505 -1.1269 -0.7085
H 3.6992 -0.9638 0.3783
H 4.0080 -0.1734 -1.1804
H 4.6088 -1.7861 -0.8729
C 2.4302 -0.4159 -3.5296
H 3.2510 -0.8249 -4.1281
H 2.8009 0.4967 -3.0418
H 1.6302 -0.1704 -4.2309
C -0.1350 -2.2207 -3.8736
H 0.3165 -2.8807 -4.6197
H -0.2255 -1.2269 -4.3200
H -1.1321 -2.6027 -3.6341
C -0.4506 -4.0134 -1.2563
H -0.0272 -4.9548 -1.6501
H -1.3824 -3.8006 -1.8030
H -0.7014 -4.1787 -0.1958
C 0.0261 -0.5471 1.8572
C -0.7750 -1.5098 2.2211
C -1.8797 -1.9690 1.2998
C -2.3689 -0.7690 0.3661
C -1.6713 -0.2814 -0.8496
C -1.1415 1.1278 -1.1256
C -0.0049 1.4694 0.0131
C -0.0110 0.8578 1.4595
H -2.7244 -2.2981 1.9286
H -2.4574 0.1012 1.0353
H -1.6595 -2.8760 0.7008
H -0.8235 1.2602 2.0777
H 1.7315 -0.9158 2.2004
H -0.5950 -2.0080 3.1783
H 0.9205 1.2414 1.9289
H 0.9755 1.2409 -0.4358
H -0.3893 0.8318 -1.9309
H 0.0252 2.5953 0.1887
H -3.4209 -0.9977 0.0806
H -2.0772 -0.7869 -1.7259
P -2.6770 2.3506 0.6280
P -1.8731 2.1683 -2.4863
C -3.6237 3.2405 -0.6360
C -2.7178 3.5947 -1.7987
H -4.0177 4.1421 -0.1602
H -4.4703 2.6186 -0.9501
H -3.2928 4.0434 -2.6148
H -1.9582 4.3330 -1.5291
C -0.9448 3.0077 -3.8445
H -0.5403 2.3512 -4.6300
H -0.1274 3.6500 -3.4793
H -1.6353 3.6992 -4.3760
C -3.1457 1.3285 -3.4648
H -3.7856 2.1043 -3.9146
H -3.7733 0.7040 -2.8216
H -2.7383 0.7301 -4.2925
C -1.9459 3.6987 1.6286
H -1.4109 3.2789 2.4857
H -2.8041 4.2712 1.9880
H -1.2875 4.3700 1.0609
C -3.9478 1.9801 1.8596
H -4.8718 1.6208 1.3995
H -4.1581 2.9137 2.3826
H -3.5959 1.2533 2.5940
C 3.5200 0.8999 3.4814
C 3.1063 -0.5679 3.6384
C 4.2792 -1.4223 4.1029
C 1.9278 -0.7180 4.5902
O 2.7362 -1.0614 2.3374
H 3.8979 1.2927 4.4366
H 2.6748 1.5306 3.1672
H 4.3061 0.9950 2.7216
H 4.6295 -1.0924 5.0892
H 3.9735 -2.4704 4.1853
H 5.1172 -1.3692 3.3982
H 1.0658 -0.1397 4.2435
H 1.6297 -1.7723 4.6453
H 2.2096 -0.3751 5.5947
*
```

## Properties
Total energy ... -84878.389 eV

***

Computed, not measured: a cluster of 9 separate species, C28H52N10O21S2 in total, with ωB97M-V/def2-TZVPD.

Structure (ORCA input):
```
! wB97M-V def2-TZVPD RIJCOSX def2/J DEFGRID3
* xyz 0 1
C -0.7653 -0.5961 -5.1468
C -1.0677 -1.3722 -4.1034
C -0.0119 -2.2600 -3.4314
C -0.2085 -3.7316 -3.7314
C -1.5887 -4.3055 -3.3948
C -1.6769 -5.7276 -3.9767
S -2.4464 -6.8984 -2.8229
C -1.3145 -8.2828 -2.9197
S -1.7279 -9.6935 -3.5558
N -0.0374 -8.0058 -2.4186
C 1.1147 -8.7059 -2.6524
C 2.0682 -8.0412 -1.9963
N 1.5386 -6.9642 -1.3360
C 0.2835 -6.9542 -1.5999
O 1.1989 -1.9486 -4.1807
C 2.0395 -1.1812 -3.4574
O 3.1562 -0.8630 -3.7796
O 1.3831 -0.8027 -2.3518
C 0.3834 -1.8275 -1.9872
C 1.2548 -2.8545 -1.2295
C 0.5642 -3.6215 -0.0925
C 0.5131 -2.8417 1.2537
C -0.6014 -1.0047 -1.1823
C -1.9459 -1.6851 -0.8608
C -3.0559 -0.6569 -1.0372
O -4.2030 -1.0219 -0.2480
C -4.3537 -0.3170 0.9111
C -4.9361 1.0698 0.8575
O -4.0636 -0.8288 1.9747
H 0.1409 -0.0092 -5.1721
H -1.3787 -0.5404 -6.0366
H -2.0833 -1.3373 -3.7242
H -0.0760 -3.8363 -4.8063
H 0.5502 -4.3573 -3.2688
H -2.3419 -3.6631 -3.8359
H -1.7295 -4.3880 -2.3199
H -2.1861 -5.7283 -4.9338
H -0.6631 -6.0575 -4.1952
H 1.1894 -9.5824 -3.2564
H 3.1070 -8.3026 -1.9793
H -0.3763 -6.2117 -1.2049
H 1.7409 -3.5489 -1.9087
H 2.0436 -2.2686 -0.7672
H -0.4088 -4.0245 -0.3647
H 1.1927 -4.4877 0.1075
H -0.5188 -2.6706 1.5349
H 1.0306 -1.8984 1.1128
H 1.0431 -3.3763 2.0311
H -0.0809 -0.6787 -0.2900
H -0.7868 -0.1084 -1.7706
H -1.9790 -1.9268 0.1959
H -2.1311 -2.5789 -1.4444
H -2.6694 0.3163 -0.7533
H -3.3855 -0.5836 -2.0714
H -4.1431 1.7913 0.6991
H -5.3928 1.2542 1.8193
H -5.6771 1.1550 0.0702
C 0.1177 3.2186 0.8931
N -1.3293 2.8869 0.8683
O -2.1089 3.6404 1.4009
O -1.6284 1.8518 0.2982
H 0.2735 4.1434 1.4302
H 0.6274 2.3965 1.3882
H 0.4400 3.3081 -0.1398
C 0.2931 7.9374 2.7341
N 0.6163 6.7075 1.9660
O 0.2375 6.6189 0.8157
O 1.2554 5.8559 2.5545
H -0.2709 8.6056 2.0930
H -0.2876 7.6394 3.5891
H 1.2320 8.3840 3.0359
C -5.0020 -1.6061 5.0410
N -4.8331 -1.1617 6.4524
O -4.1982 -0.1488 6.6533
O -5.3462 -1.8491 7.3100
H -4.4965 -0.9045 4.3892
H -4.5660 -2.5967 4.9571
H -6.0674 -1.6314 4.8335
C 4.3164 6.5798 3.8564
N 3.9355 7.8738 4.4901
O 2.7484 8.0949 4.6440
O 4.8305 8.6235 4.8088
H 3.4141 6.0251 3.6298
H 4.8697 6.8128 2.9512
H 4.9364 6.0396 4.5651
C -0.1508 8.7948 7.5300
N -0.4242 8.1312 6.2283
O -0.4740 6.9232 6.2048
O -0.5775 8.8540 5.2632
H -0.0365 8.0291 8.2878
H 0.7622 9.3713 7.4136
H -0.9954 9.4409 7.7490
C 2.5033 -0.2742 -7.8756
N 1.4126 -0.6709 -8.8098
O 0.2686 -0.4842 -8.4514
O 1.7464 -1.1579 -9.8665
H 2.0572 0.1398 -6.9795
H 3.0778 -1.1664 -7.6469
H 3.1154 0.4633 -8.3856
C 2.9578 -0.5655 -1.1841
N 2.7554 -0.4470 0.2873
O 2.0083 0.4262 0.6882
O 3.3478 -1.2296 0.9928
H 2.3645 0.1944 -1.6789
H 4.0169 -0.4253 -1.3778
H 2.6378 -1.5608 -1.4771
C 2.4461 1.3458 3.5774
N 2.8503 2.6674 4.1366
O 3.1117 3.5523 3.3461
O 2.8861 2.7755 5.3418
H 2.4497 1.4087 2.4969
H 3.1607 0.6074 3.9286
H 1.4485 1.1286 3.9490
*
```

## Properties
Structure (SMILES) ... C=C[C@@]1(CCCSC(=S)n2ccnc2)OC(=O)O[C@@]1(CCC)CCCOC(C)=O.C[N+](=O)[O-].C[N+](=O)[O-].C[N+](=O)[O-].C[N+](=O)[O-].C[N+](=O)[O-].C[N+](=O)[O-].C[N+](=O)[O-].C[N+](=O)[O-]
Total energy ... -109420.135 eV

***

Computed, not measured: a structure of composition C28H52N2O2Si2Yb, with ωB97M-V/def2-TZVPD.

Structure (ORCA input):
```
! wB97M-V def2-TZVPD RIJCOSX def2/J DEFGRID3
* xyz 1 2
O 1.1958 -1.5591 -0.9756
O -1.8393 -3.8316 -0.1910
C 0.8090 -1.7133 -2.3905
C 1.9594 -1.5272 -3.3554
H -0.0034 -0.9772 -2.5196
H 0.3619 -2.7051 -2.4991
H 2.3549 -0.5083 -3.2793
H 1.6035 -1.6673 -4.3823
H 2.7490 -2.2618 -3.1696
C 1.5657 -2.7564 -0.2099
C 1.1991 -4.0798 -0.8561
H 1.0265 -2.6283 0.7425
H 2.6498 -2.7228 0.0089
H 0.0987 -4.1572 -0.9151
H 1.5623 -4.8871 -0.2077
H 1.6803 -4.2242 -1.8388
C -2.0483 -3.7537 1.2391
C -3.0967 -3.9569 -0.8839
C -1.4274 -4.9585 1.9119
H -3.1291 -3.7513 1.4835
H -1.6060 -2.8131 1.5852
H -1.9810 -5.8595 1.6011
H -1.5404 -4.8356 2.9894
H -0.3676 -5.0786 1.6520
C -3.5973 -5.3963 -0.8632
H -2.9263 -3.5822 -1.9039
H -3.8729 -3.3224 -0.4013
H -2.7703 -6.0894 -1.0995
H -4.4087 -5.5005 -1.5927
H -4.0000 -5.6253 0.1404
H -3.5530 -0.9661 0.4782
Yb 1.0526 0.5555 -0.3197
C -2.7705 -0.4389 -0.0161
Si -3.5281 1.2059 -0.5882
H -2.3713 -1.1048 -0.7889
H -1.9917 -0.2773 0.7560
C -4.0857 0.9379 -2.3648
C -2.4592 2.7777 -0.4907
C -4.8902 1.2360 0.7153
C 3.3093 0.4854 -0.2362
Si 3.3776 0.1824 1.5894
H 3.7679 1.4370 -0.5838
H 3.6984 -0.3020 -0.9128
C 4.4896 -1.2800 1.9680
C 1.6921 -0.2141 2.3581
C 4.0030 1.7249 2.4470
H -4.9132 0.2886 1.2683
H -5.8894 1.3634 0.2849
H -4.7171 2.0118 1.4699
H -3.3409 1.2440 -3.1143
H -5.0131 1.4867 -2.5691
H -4.2904 -0.1315 -2.5280
H -1.5473 2.7229 -1.1120
H -2.1369 2.9797 0.5446
H -3.0296 3.6634 -0.8275
H 1.8821 -1.0188 3.0825
H 0.8809 -0.6166 1.7132
H 1.2895 0.6345 2.9273
H 4.5128 1.4735 3.3858
H 3.1969 2.4332 2.6818
H 4.7199 2.2444 1.7984
H 4.8853 -1.2102 2.9874
H 5.3346 -1.2967 1.2688
H 3.9519 -2.2314 1.8739
C 0.6995 4.9041 4.2349
C 0.1716 3.6004 4.1656
C 0.0633 2.9697 2.9200
C 0.6083 3.5951 1.7762
C 1.0732 4.9247 1.8422
C 1.1305 5.5763 3.0843
N 0.7772 2.8481 0.5918
N 1.4266 3.5427 -0.3204
C 1.2387 3.2213 -1.6646
C 1.8835 4.0860 -2.6046
C 1.8766 3.7716 -3.9580
C 1.1892 2.6367 -4.3995
C 0.5043 1.8027 -3.4723
C 0.5610 2.0907 -2.1317
H 0.7703 5.4046 5.2111
H -0.1493 3.0802 5.0754
H -0.3964 1.9850 2.8004
H 1.4147 5.3940 0.9230
H 1.5260 6.5976 3.1237
H 2.3823 4.9639 -2.1946
H 2.4117 4.4103 -4.6572
H 1.1690 2.3889 -5.4655
H -0.0500 0.9353 -3.8462
*
```

## Properties
Energy relative to the best compared isomer or geometry (same formula, charge and spin) ... 0.0 kJ/mol
Total energy ... -84232.091 eV

***

Computed, not measured: a cluster of 4 separate species, C28H52NO12 in total, with ωB97M-V/def2-TZVPD.

Structure (ORCA input):
```
! wB97M-V def2-TZVPD RIJCOSX def2/J DEFGRID3
* xyz 1 1
C 6.4503 -0.5536 0.4297
O 6.1661 0.7887 -0.0692
C 6.0391 0.7696 -1.5122
C 4.5097 0.9315 -2.0291
C 3.4275 0.2501 -1.0462
C 2.0092 -0.0350 -1.7340
C 1.2286 1.0565 -2.5679
C 1.7752 2.5713 -2.7615
C 1.9092 3.2097 -1.2899
C 0.7504 4.3045 -0.9526
C 0.9650 4.6493 0.6285
C -0.7379 3.6376 -1.0430
C -0.1378 0.7567 -3.2771
N -0.7102 -0.5617 -3.1251
C -0.0934 -1.6307 -2.3430
C -0.9224 -2.9988 -2.2691
O -2.1761 -2.6907 -1.5615
O -1.8951 -1.7884 -0.5790
C 1.2775 -1.4347 -1.6355
C 1.9974 -2.5789 -0.7612
H 5.8844 -0.6683 1.4328
H 6.0495 -1.3705 -0.2800
H 7.5787 -0.6539 0.5736
H 6.6133 1.6975 -1.8972
H 6.5650 -0.1391 -1.9959
H 4.4592 0.5612 -3.1129
H 4.3054 2.0682 -2.0164
H 3.8977 -0.7027 -0.5898
H 3.2692 0.9753 -0.1753
H 1.0487 3.2007 -3.3862
H 2.7712 2.5608 -3.3497
H 2.9616 3.6324 -1.0813
H 1.7519 2.3748 -0.5015
H 0.8522 5.2262 -1.6212
H 2.0721 4.9077 0.8382
H 0.2357 5.4350 1.0150
H 0.7934 3.6404 1.1738
H -0.5898 2.5253 -0.8088
H -1.2488 3.8342 -2.0488
H -1.3620 4.1008 -0.1897
H -0.6343 1.5886 -3.8967
H -1.6107 -0.7283 -3.6118
H -1.2068 -3.2901 -3.3452
H -0.3572 -3.8364 -1.7427
H -2.4769 -1.0018 -0.6877
H 2.1380 -2.1867 0.3189
H 3.0456 -2.7878 -1.1595
H 1.3805 -3.5359 -0.6663
C 7.0351 5.6670 -3.0529
C 5.8194 6.0571 -2.2330
O 5.0588 7.0835 -2.8838
C 4.3189 6.6853 -3.9279
O 4.2318 5.5563 -4.3539
O 3.7036 7.7647 -4.4395
C 2.9617 7.4978 -5.6289
H 7.6410 6.5469 -3.2830
H 7.6488 4.9427 -2.5128
H 6.7454 5.2234 -4.0083
H 6.1483 6.4704 -1.2769
H 5.1853 5.1931 -2.0104
H 2.2450 6.6890 -5.4758
H 3.6430 7.2585 -6.4474
H 2.4109 8.4022 -5.8895
C -4.1611 -2.6930 2.0507
C -2.7534 -3.1790 2.3402
O -2.1389 -2.4042 3.3788
C -2.5658 -2.6622 4.6243
O -3.3978 -3.4798 4.9378
O -1.9233 -1.8350 5.4666
C -2.3648 -1.9330 6.8209
H -4.1587 -1.6234 1.8230
H -4.5914 -3.2366 1.2066
H -4.8155 -2.8312 2.9144
H -2.1391 -3.0501 1.4471
H -2.7353 -4.2434 2.5936
H -2.3101 -2.9613 7.1820
H -3.3820 -1.5474 6.9101
H -1.7055 -1.3167 7.4331
C -6.1210 -4.9728 4.4545
C -7.4825 -4.4978 3.9828
O -8.1064 -5.4660 3.1283
C -8.6136 -6.5435 3.7451
O -8.5991 -6.7590 4.9335
O -9.1252 -7.3602 2.8070
C -9.6063 -8.6008 3.3224
H -5.4902 -5.2382 3.6019
H -5.6225 -4.1978 5.0383
H -6.2048 -5.8670 5.0764
H -7.3601 -3.5890 3.3884
H -8.1385 -4.2484 4.8221
H -10.3290 -8.4429 4.1246
H -8.7698 -9.2086 3.6722
H -10.1037 -9.1306 2.5091
*
```

## Properties
Total energy ... -55924.838 eV

***

Computed, not measured: a structure of composition C28H52P2V, with ωB97M-V/def2-TZVPD.

Structure (ORCA input):
```
! wB97M-V def2-TZVPD RIJCOSX def2/J DEFGRID3
* xyz 1 3
V 0.5768 2.7111 -1.5280
C 1.4925 0.8457 1.2514
C 0.4272 1.8519 1.0963
C -0.5157 -0.2784 1.1914
C 0.9013 -0.4282 1.1600
C -0.8164 1.0988 1.2342
C 2.9331 1.1166 1.3941
H 3.1399 2.1845 1.4623
H 3.4944 0.6874 0.5465
H 3.3197 0.6219 2.2998
C 1.6142 -1.7126 1.2606
H 2.6964 -1.5754 1.1197
H 1.2264 -2.4337 0.5286
H 1.4679 -2.1478 2.2665
C -1.4571 -1.3855 1.4522
H -1.3449 -1.7312 2.4918
H -1.2484 -2.2403 0.7926
H -2.4975 -1.0617 1.3335
C -2.1268 1.6675 1.6059
H -2.3572 1.4280 2.6567
H -2.9431 1.2366 1.0117
H -2.1476 2.7555 1.5111
C 0.5732 3.2399 1.5819
H 0.3444 3.2461 2.6563
H -0.0838 3.9736 1.0852
H 1.5925 3.6181 1.4252
C 2.4268 3.2123 -4.1734
C 3.1377 3.6055 -3.0870
C 3.0708 4.8888 -2.3473
C 1.6803 5.5291 -2.1858
C 0.5726 4.5701 -1.9456
C -0.0847 3.7927 -3.0505
C 0.1396 4.1257 -4.5014
C 1.5802 4.1394 -4.9999
H 3.7625 5.6291 -2.8019
H 1.5010 6.2644 -2.9883
H 3.5093 4.6457 -1.3661
H 1.9716 5.1593 -4.9979
H 2.7969 2.3257 -4.7473
H 4.0599 3.0137 -2.9334
H 1.5815 3.7944 -6.0463
H -0.4676 3.4462 -5.1184
H -1.2027 3.6353 -2.9944
H -0.3100 5.1188 -4.5207
H 1.7593 6.1707 -1.2954
H -0.0546 4.7441 -1.0320
P 1.3356 -0.3411 -2.7106
P -1.8016 1.0436 -1.9565
C 0.2883 0.5979 -3.9119
C -1.2371 0.7922 -3.7146
H 0.4735 0.0330 -4.8441
H 0.7629 1.5977 -4.0251
H -1.5578 1.7010 -4.2383
H -1.7875 -0.0605 -4.1430
C -3.1613 -0.1570 -1.8967
H -3.3268 -0.4699 -0.8597
H -2.9503 -1.0296 -2.5247
H -4.0342 0.3883 -2.2850
C -2.8587 2.5442 -1.7325
H -3.5558 2.6107 -2.5738
H -2.3271 3.4926 -1.6101
H -3.4076 2.3859 -0.8018
C 2.9574 -0.4714 -3.5388
H 3.7433 -0.5794 -2.7669
H 3.1173 0.5052 -4.0400
H 3.0351 -1.2697 -4.2798
C 2.0675 1.1109 -1.8660
H 1.7064 1.0947 -0.7983
H 1.7163 2.0857 -2.4336
H 3.1543 1.2950 -1.9238
C 2.1188 -3.0997 -2.0507
C 0.6050 -2.9566 -2.2216
C -0.1736 -3.8542 -1.2198
C 0.0902 -1.5265 -2.1677
H 2.5343 -2.4977 -1.2199
H 2.6441 -2.8215 -2.9763
H 2.3901 -4.1582 -1.8646
H 0.3765 -3.3766 -3.2068
H 0.0937 -3.6428 -0.1508
H -1.2737 -3.7000 -1.3511
H 0.0907 -4.9121 -1.4682
H -0.2307 -1.1566 -1.1815
H -0.8447 -1.5449 -2.8032
*
```

## Properties
Energy relative to the best compared isomer or geometry (same formula, charge and spin) ... 681.5 kJ/mol
Total energy ... -74130.693 eV